No. 1
53
Properties=species:S:1:pos:R:3:forces:R:3 method="wB97M-V/def2-TZVPD" charge=0 multiplicity=1 e_homo_ev=-8.09 e_tot_ha=-1855.68708 smiles=FC(F)C(F)(F)c1cccc2c1Nc1ccccc1S2.c1ccccc1.c1ccccc1 e_lumo_ev=0.38
F 2.160 -1.683 2.105 -1.516 -0.836 -0.544
C 1.006 -2.252 1.557 0.091 0.209 -0.082
F -0.077 -1.810 2.295 1.226 -0.720 -0.654
C 0.880 -1.667 0.092 0.351 1.358 0.092
F 2.161 -1.727 -0.477 -1.578 -0.220 0.594
F 0.057 -2.414 -0.738 0.934 0.720 1.352
C 0.439 -0.162 0.205 0.343 1.571 -0.518
C 1.544 0.809 0.222 -1.853 0.961 -0.025
C 1.272 2.252 0.287 -2.157 -2.506 -0.037
C -0.131 2.667 0.351 0.943 -1.419 -0.208
C -1.233 1.689 0.322 1.195 -0.595 0.199
C -0.984 0.251 0.253 2.938 1.121 -0.182
N -1.972 -0.803 0.188 -0.648 1.844 0.130
C -3.210 -0.498 0.877 -2.962 -0.574 1.525
C -3.959 -1.644 1.443 -0.655 1.589 0.234
C -5.240 -1.501 2.127 1.136 1.538 -1.001
C -5.858 -0.173 2.274 2.693 -0.993 -1.312
C -5.117 0.967 1.738 0.126 -1.358 0.044
C -3.823 0.816 1.041 -0.400 -1.372 0.636
S -2.965 2.289 0.361 0.496 -1.264 0.371
H 1.070 -3.374 1.588 -0.029 1.123 0.111
H 2.615 0.487 0.163 -1.362 0.110 0.080
H 2.140 2.945 0.272 -1.044 -0.365 0.061
H -0.319 3.768 0.381 -0.190 -1.207 0.041
H -2.171 -1.019 -0.794 0.135 -0.102 0.377
H -3.533 -2.672 1.339 -0.272 1.109 0.055
H -5.720 -2.437 2.509 0.381 1.147 -0.356
H -6.847 -0.110 2.776 0.950 0.327 -0.480
H -5.595 1.973 1.863 0.815 -0.978 -0.280
C -1.442 -4.454 -3.917 0.000 -0.098 0.008
C -0.657 -4.580 -2.777 -0.014 0.046 -0.029
C -0.324 -5.841 -2.298 -0.045 -0.015 -0.069
C -0.768 -6.977 -2.965 0.000 0.034 0.012
C -1.550 -6.851 -4.107 -0.001 0.011 0.010
C -1.891 -5.590 -4.581 0.021 0.015 0.025
H -1.705 -3.470 -4.289 0.019 -0.043 0.013
H -0.305 -3.695 -2.262 -0.060 -0.221 -0.185
H 0.283 -5.939 -1.405 -0.011 0.008 -0.045
H -0.505 -7.961 -2.594 -0.017 0.042 -0.022
H -1.895 -7.737 -4.628 0.013 0.046 0.030
H -2.505 -5.492 -5.468 0.032 -0.010 0.033
C 4.846 4.808 0.827 -0.033 0.033 0.017
C 5.531 5.804 0.142 -0.014 0.005 -0.010
C 5.405 7.131 0.534 -0.018 -0.027 0.039
C 4.600 7.461 1.618 0.011 -0.038 -0.024
C 3.918 6.465 2.306 -0.005 0.009 -0.016
C 4.038 5.139 1.908 0.013 -0.001 -0.027
H 4.943 3.773 0.519 0.016 0.044 0.018
H 6.164 5.546 -0.700 -0.038 0.014 0.038
H 5.934 7.908 -0.005 -0.015 -0.038 0.030
H 4.505 8.496 1.927 0.001 -0.050 -0.014
H 3.292 6.723 3.153 0.029 -0.016 -0.046
H 3.501 4.363 2.442 0.031 0.032 -0.005

No. 2
59
Properties=species:S:1:pos:R:3:forces:R:3 method="wB97M-V/def2-TZVPD" charge=+1 multiplicity=1 e_above_lowest_kj_mol=0.0 e_homo_ev=-12.03 e_tot_ha=-2460.48903 e_lumo_ev=-2.90
Na 0.190 0.823 -1.556 -0.005 0.108 0.097
F 2.271 2.890 7.090 -0.001 -0.014 -0.023
C 1.192 3.414 6.485 0.009 0.012 -0.008
F 0.152 3.242 7.316 -0.016 -0.013 -0.020
F 1.398 4.730 6.359 -0.005 -0.010 -0.028
C 0.940 2.744 5.155 0.010 -0.004 0.092
C 0.635 1.385 5.151 0.003 0.009 -0.013
C 0.408 0.739 3.954 -0.014 0.033 -0.056
C 0.480 1.448 2.751 0.045 -0.090 0.130
C 0.785 2.801 2.767 -0.007 0.064 0.017
C 1.016 3.456 3.974 -0.024 -0.036 -0.078
P 0.196 0.636 1.159 -0.114 -0.212 -0.030
C 1.251 -0.859 1.150 0.012 -0.031 0.148
C 0.894 -2.076 1.738 -0.047 0.088 -0.009
C 1.753 -3.156 1.685 0.054 -0.014 0.001
C 2.985 -3.033 1.049 -0.039 -0.091 0.030
C 3.359 -1.835 0.470 0.000 0.094 -0.003
C 2.487 -0.753 0.521 0.066 -0.005 -0.007
C 3.881 -4.245 0.968 0.016 0.007 0.002
F 3.402 -5.129 0.074 -0.010 0.006 0.002
F 5.125 -3.928 0.591 -0.006 0.033 -0.012
F 3.959 -4.876 2.147 -0.030 0.015 0.004
C -1.492 -0.063 1.279 -0.014 0.099 0.128
C -1.879 -1.097 0.423 0.032 -0.019 -0.053
C -3.188 -1.542 0.396 0.031 -0.015 -0.014
C -4.133 -0.953 1.226 -0.014 -0.024 0.007
C -3.765 0.069 2.083 -0.026 0.004 0.030
C -2.449 0.514 2.108 0.014 -0.008 -0.035
C -5.551 -1.468 1.197 -0.030 0.044 -0.014
F -5.959 -1.685 -0.066 0.016 0.008 0.020
F -5.662 -2.635 1.852 0.048 -0.010 0.005
F -6.409 -0.609 1.760 0.032 0.005 -0.011
H 0.574 0.837 6.082 0.013 0.019 0.045
H 0.166 -0.316 3.954 0.013 -0.024 -0.007
H 0.841 3.355 1.839 0.014 0.007 0.001
H 1.251 4.510 3.983 0.011 0.025 0.028
H -0.066 -2.185 2.226 0.004 0.003 0.010
H 1.470 -4.093 2.144 0.020 -0.033 -0.005
H 4.322 -1.737 -0.011 0.009 -0.024 -0.007
H 2.796 0.193 0.085 -0.003 -0.014 -0.002
H -1.148 -1.593 -0.210 -0.003 0.022 0.005
H -3.470 -2.349 -0.266 -0.037 -0.009 -0.004
H -4.498 0.524 2.734 -0.030 -0.002 -0.006
H -2.177 1.316 2.782 0.005 0.007 0.003
C 0.828 -0.427 -6.872 0.004 -0.009 -0.069
C 0.115 0.840 -6.389 0.015 -0.003 0.534
C 0.842 2.097 -6.877 0.006 0.011 -0.068
C -1.351 0.847 -6.835 -0.013 0.001 -0.066
C 0.141 0.841 -4.902 -0.026 -0.001 -0.454
N 0.157 0.841 -3.755 0.010 -0.008 -0.254
H 0.808 -0.428 -7.962 0.019 -0.033 -0.017
H 0.328 -1.328 -6.520 -0.017 -0.003 0.011
H 1.868 -0.451 -6.549 0.011 0.013 0.011
H 0.821 2.094 -7.966 0.019 0.034 -0.016
H 1.882 2.110 -6.554 0.010 -0.012 0.011
H 0.352 3.005 -6.527 -0.016 0.002 0.011
H -1.369 0.846 -7.924 -0.039 0.000 -0.016
H -1.873 1.735 -6.484 0.006 0.016 0.010
H -1.881 -0.037 -6.483 0.006 -0.016 0.011

No. 3
58
Properties=species:S:1:pos:R:3:forces:R:3 method="wB97M-V/def2-TZVPD" charge=+1 multiplicity=1 e_above_lowest_kj_mol=0.0 e_homo_ev=-10.20 e_tot_ha=-6371.97832 e_lumo_ev=-4.54
Pd -0.684 0.006 0.494 -0.018 -0.066 -0.033
N 4.673 6.121 -5.703 -0.001 -0.001 -0.001
C 4.059 5.475 -4.979 0.003 0.002 0.001
C 3.292 4.663 -4.072 -0.002 0.003 0.003
C 3.348 3.275 -4.171 -0.001 -0.007 -0.001
C 2.612 2.496 -3.294 0.014 0.004 0.001
C 1.811 3.095 -2.328 -0.011 0.004 0.020
C 1.759 4.482 -2.234 -0.009 0.003 -0.012
C 2.500 5.268 -3.100 0.002 -0.004 -0.002
C 1.029 2.247 -1.385 -0.019 -0.013 -0.038
C -0.353 2.218 -1.533 0.008 0.009 0.000
C -1.121 3.027 -2.410 -0.030 0.006 0.006
C -2.444 2.824 -2.098 0.037 0.020 -0.033
C -2.461 1.873 -1.063 -0.096 -0.003 -0.006
N -1.232 1.497 -0.725 0.114 -0.017 0.032
C 1.750 1.601 -0.379 0.004 0.053 0.060
C 3.107 1.815 -0.041 0.004 -0.031 -0.013
C 3.344 1.135 1.135 0.001 -0.013 -0.015
C 2.131 0.518 1.480 0.030 0.034 0.054
N 1.178 0.791 0.589 -0.017 -0.063 -0.101
H 3.966 2.816 -4.929 -0.001 0.001 0.000
H 2.656 1.417 -3.361 0.000 -0.001 0.000
H 1.143 4.945 -1.474 0.001 0.000 0.001
H 2.469 6.346 -3.027 0.000 0.000 0.001
H -0.717 3.690 -3.157 -0.004 0.003 -0.001
H -3.309 3.286 -2.543 0.002 0.002 -0.001
H -3.338 1.466 -0.585 0.049 -0.004 0.001
H 3.799 2.427 -0.598 0.000 0.000 0.007
H 4.261 1.088 1.698 0.001 0.005 -0.001
H 1.934 -0.084 2.354 -0.015 0.008 -0.017
Se 0.933 -2.924 1.212 -0.073 -0.051 -0.082
N 0.921 -3.637 2.822 0.098 0.071 0.048
C 0.253 -2.824 3.614 -0.035 -0.060 -0.016
C 0.039 -3.021 5.015 -0.031 -0.015 0.007
C -0.677 -2.077 5.664 -0.003 -0.011 -0.008
C -1.191 -0.936 4.949 -0.004 0.002 -0.009
N -1.036 -0.710 3.680 0.015 0.020 0.018
C -0.313 -1.646 3.005 -0.081 -0.081 -0.024
N -0.080 -1.544 1.708 0.038 0.163 0.102
H 0.446 -3.896 5.504 0.012 0.007 0.004
H -0.876 -2.153 6.723 0.006 0.004 0.003
H -1.760 -0.194 5.500 0.001 0.002 0.004
C -1.472 -2.656 -2.035 -0.008 -0.021 -0.005
N -1.912 -3.373 -0.844 0.012 -0.015 -0.015
C -1.782 -4.728 -0.622 0.006 0.004 0.030
C -2.315 -4.982 0.593 -0.011 -0.007 -0.032
N -2.759 -3.778 1.099 -0.046 -0.009 0.001
C -3.439 -3.592 2.376 0.013 0.028 -0.004
C -2.509 -2.798 0.214 0.118 0.076 -0.030
Se -2.945 -0.987 0.389 -0.074 -0.034 0.092
H -1.172 -3.384 -2.782 -0.003 -0.001 0.001
H -0.635 -2.002 -1.792 -0.002 0.006 0.001
H -2.289 -2.046 -2.411 -0.001 0.006 0.002
H -1.336 -5.386 -1.346 0.002 0.002 0.001
H -2.429 -5.905 1.132 0.000 0.002 0.000
H -3.594 -4.570 2.823 0.012 0.001 0.014
H -4.396 -3.104 2.216 -0.008 -0.015 0.002
H -2.836 -2.969 3.035 -0.001 -0.007 -0.015

No. 4
64
Properties=species:S:1:pos:R:3:forces:R:3 method="wB97M-V/def2-TZVPD" charge=+2 multiplicity=2 e_above_lowest_kj_mol=71.2 e_homo_ev="-14.14 / -14.14" e_tot_ha=-4493.47699 e_lumo_ev="-6.69 / -8.58"
Rh 0.366 -1.412 -2.903 1.340 2.495 1.472
F -0.948 -0.992 3.522 -0.004 0.062 -0.048
C -0.715 0.020 2.667 -0.086 -0.117 0.137
C -0.697 -0.251 1.337 0.024 -0.073 -0.142
C -0.483 0.780 0.411 -0.120 -0.211 0.049
C -0.495 0.517 -1.003 -0.174 -0.677 0.203
O -0.728 -0.694 -1.400 -0.236 -0.798 0.129
C -0.268 1.582 -1.847 0.184 0.439 -0.049
C 0.006 2.823 -1.331 -0.012 0.218 0.197
N 0.051 3.086 -0.025 0.016 -0.065 -0.008
C 0.422 4.421 0.434 -0.154 -0.101 0.030
C 1.733 4.593 1.141 0.090 -0.005 0.079
C 1.549 5.123 -0.248 0.103 0.047 -0.100
C -0.244 2.074 0.886 -0.007 0.195 -0.013
C -0.286 2.329 2.261 0.048 0.175 -0.053
C -0.538 1.324 3.174 0.058 0.087 0.349
N -0.579 1.633 4.554 0.085 -0.008 -0.162
C -0.440 0.591 5.575 -0.064 0.090 -0.087
C -0.254 1.260 6.944 0.034 -0.034 -0.094
N 0.361 2.614 6.733 -0.168 -0.051 -0.023
C -0.623 3.543 6.065 -0.037 0.010 -0.007
C -1.400 2.749 5.008 0.002 -0.169 0.000
C -0.239 1.440 -3.311 -0.148 -0.757 -0.473
O -0.243 2.389 -4.045 0.030 -0.001 -0.033
O -0.266 0.193 -3.809 -0.079 -0.488 -1.246
H -0.857 -1.264 0.994 -0.024 0.022 -0.004
H 0.206 3.642 -2.009 0.008 0.020 -0.002
H -0.427 5.004 0.766 -0.040 0.002 -0.027
H 2.358 3.718 1.262 -0.032 0.007 -0.053
H 1.771 5.297 1.962 -0.019 -0.010 -0.027
H 2.065 4.607 -1.047 -0.002 -0.008 0.045
H 1.457 6.190 -0.394 -0.049 -0.028 0.016
H -0.104 3.333 2.616 0.046 -0.037 -0.012
H 0.430 -0.017 5.337 0.033 -0.032 -0.016
H -1.303 -0.072 5.641 -0.044 -0.016 0.018
H 0.396 0.666 7.580 0.047 0.032 0.049
H -1.196 1.417 7.464 -0.028 0.073 0.009
H 1.172 2.503 6.124 0.049 0.025 -0.036
H 0.688 3.014 7.611 0.009 0.012 0.054
H -0.057 4.367 5.637 0.079 -0.012 -0.014
H -1.287 3.936 6.831 0.036 0.000 0.082
H -1.649 3.406 4.182 -0.018 -0.002 -0.033
H -2.346 2.385 5.423 -0.018 0.001 0.018
F 1.965 0.107 -2.219 -0.097 0.354 0.016
As 3.217 -1.143 -1.941 0.140 -0.280 0.039
F 4.356 -0.284 -2.828 0.086 0.117 -0.129
F 2.502 -1.796 -3.467 -0.168 -0.425 -0.491
F 4.135 -2.540 -1.736 0.159 -0.063 -0.091
F 1.832 -1.943 -1.159 -0.264 -0.775 0.065
F 3.625 -0.446 -0.460 0.109 0.260 0.324
N -2.027 -9.420 -7.987 0.035 0.169 0.104
C -1.812 -8.460 -7.389 0.013 -0.053 -0.007
C -1.545 -7.267 -6.644 -0.046 -0.050 -0.034
C -0.565 -6.367 -7.113 -0.134 -0.206 -0.075
C -0.317 -5.227 -6.412 -0.121 0.193 0.266
C -1.041 -4.963 -5.205 0.020 -0.274 -0.141
C -2.047 -5.877 -4.758 0.214 0.246 0.018
C -2.283 -7.016 -5.465 0.036 -0.162 -0.205
C -0.724 -3.855 -4.451 -0.081 -0.129 -0.044
C -0.405 -2.882 -3.770 -0.679 0.776 0.191
H -0.026 -6.592 -8.023 -0.017 -0.012 0.002
H 0.421 -4.512 -6.749 0.020 -0.013 0.042
H -2.600 -5.653 -3.857 0.036 0.003 0.012
H -3.021 -7.734 -5.136 -0.019 0.010 -0.037

| no. | largest force on an atom (eV/Å) |
| --- | --- |
| 1 | 3.4 |
| 2 | 0.5 |
| 3 | 0.2 |
| 4 | 3.2 |